{
  "formula": "C34H60CaN2O2Si",
  "method": "ωB97M-V with the def2-TZVPD basis set",
  "total_energy_ev": -69623.5223,
  "total_charge": 0,
  "lumo_energy_ev": 0.67,
  "de_lowest_kcal_mol": 0.0,
  "multiplicity": 1,
  "homo_ev": -6.997,
  "orbital_gap_ev": 7.67,
  "elements": ["O", "O", "C", "C", "H", "H", "H", "H", "H", "C", "C", "H", "H", "H", "H", "H", "C", "C", "C", "H", "H", "H", "H", "H", "C", "H", "H", "H", "H", "H", "H", "N", "C", "C", "C", "C", "H", "H", "H", "C", "H", "H", "H", "N", "C", "C", "C", "C", "H", "C", "H", "C", "H", "C", "C", "C", "C", "C", "C", "H", "C", "H", "C", "H", "C", "C", "Ca", "H", "H", "H", "H", "H", "H", "H", "H", "H", "H", "H", "H", "H", "C", "Si", "H", "H", "C", "C", "C", "H", "H", "H", "H", "H", "H", "H", "H", "H", "C", "H", "H", "H"],
  "positions_angstrom": [[2.008638, -2.354692, -1.691967], [0.790765, -0.562505, -3.269044], [3.159869, -2.352291, -0.842253], [3.135273, -3.239231, 0.385712], [3.326117, -1.308256, -0.529550], [3.994641, -2.613411, -1.513581], [2.554712, -2.776345, 1.190528], [4.159009, -3.335826, 0.763909], [2.745718, -4.246810, 0.188913], [0.744327, -2.849098, -1.192780], [0.292554, -4.053216, -1.993865], [0.044648, -2.018456, -1.343787], [0.796012, -3.064697, -0.112325], [-0.028649, -3.770340, -3.006422], [-0.552697, -4.522858, -1.497505], [1.097654, -4.796383, -2.066526], [-0.394816, -0.018959, -3.886037], [1.838171, -0.922175, -4.196244], [-1.569222, -0.921954, -3.605753], [-0.238033, 0.092830, -4.972463], [-0.556289, 0.990087, -3.473846], [-1.423991, -1.898554, -4.089298], [-2.485978, -0.472608, -4.000705], [-1.693154, -1.079270, -2.526918], [1.376131, -1.976443, -5.169591], [2.660925, -1.290175, -3.573059], [2.171136, -0.006032, -4.720807], [0.921007, -2.822094, -4.640627], [2.245074, -2.342786, -5.721320], [0.659536, -1.556293, -5.882366], [1.235744, -0.172154, -1.649301], [-0.837486, -0.413055, 3.044831], [-1.588735, 0.104065, 4.018082], [-2.350002, 1.276082, 3.882184], [-2.671756, 1.935024, 2.685189], [-1.719006, -0.615589, 5.345134], [-0.763172, -1.032463, 5.697407], [-2.454101, -1.434188, 5.278428], [-2.077133, 0.093109, 6.100650], [-3.754128, 2.977328, 2.747977], [-4.493039, 2.847923, 1.949711], [-3.343955, 3.991210, 2.670570], [-4.272256, 2.897759, 3.707264], [-2.050635, 1.685537, 1.541321], [-0.529218, -1.797703, 3.031037], [0.754086, -2.225662, 3.439052], [1.760958, -1.228410, 3.923611], [1.051671, -3.589262, 3.425682], [2.043373, -3.910032, 3.748307], [0.092825, -4.524662, 3.029318], [0.338386, -5.586776, 3.014364], [-1.179753, -4.099256, 2.653855], [-1.946491, -4.812647, 2.358887], [-1.512213, -2.747190, 2.662810], [-2.910838, -2.324371, 2.338528], [-2.240619, 2.312222, 0.276333], [-1.526975, 3.506130, -0.028282], [-0.747501, 4.227485, 1.042362], [-1.544519, 3.979471, -1.343181], [-0.997267, 4.897065, -1.585302], [-2.258390, 3.302720, -2.336038], [-2.263049, 3.685209, -3.361458], [-2.989221, 2.156740, -2.020123], [-3.594122, 1.657006, -2.787871], [-2.981360, 1.640538, -0.730772], [-3.717075, 0.372063, -0.418350], [0.187598, 1.109290, 1.420101], [2.316313, -0.758307, 3.093557], [2.505046, -1.725308, 4.563980], [1.304961, -0.423509, 4.517730], [-2.951272, -1.441800, 1.683231], [-3.502056, -2.098432, 3.240576], [-3.421027, -3.153179, 1.829945], [-0.371651, 5.177993, 0.638331], [0.149939, 3.685721, 1.423781], [-1.373429, 4.466593, 1.918130], [-4.142662, 0.380092, 0.590475], [-3.075424, -0.519112, -0.513629], [-4.549378, 0.240596, -1.125171], [-2.832195, 1.640530, 4.788001], [1.241703, 0.773416, -0.934154], [2.244105, 2.161546, -1.786993], [0.181027, 1.087399, -0.854379], [1.726688, 0.424360, 0.003735], [3.915898, 1.418851, -2.229390], [2.477331, 3.716743, -0.746497], [1.448963, 2.806438, -3.370315], [1.993063, 3.704245, -3.701516], [0.401150, 3.098662, -3.220700], [1.483980, 2.074265, -4.187636], [4.524670, 1.302518, -1.322643], [4.439677, 2.086934, -2.923417], [3.805229, 0.435995, -2.702031], [2.808428, 3.504507, 0.278943], [1.565575, 4.330864, -0.702801], [3.258914, 4.321767, -1.233714], [1.912500, 2.213504, 2.631928], [2.764433, 1.519550, 2.609748], [1.569980, 2.298455, 3.671705], [2.249805, 3.196388, 2.288453]],
  "forces_ev_per_angstrom": [[-0.35, -0.77, 0.57], [-0.20, -0.17, -1.68], [0.06, 0.33, -0.46], [0.08, -0.01, 0.22], [0.09, -0.17, 0.05], [-0.18, -0.02, 0.29], [-0.05, -0.25, -0.11], [-0.11, -0.02, -0.09], [0.10, 0.25, 0.01], [0.57, 0.61, 0.02], [0.13, -0.11, -0.09], [-0.07, -0.18, 0.17], [-0.03, -0.01, -0.42], [0.19, -0.07, 0.31], [-0.17, -0.08, 0.05], [-0.17, 0.18, -0.01], [0.56, 0.16, 0.08], [-0.35, 0.47, 0.42], [-0.20, -0.21, -0.10], [-0.07, 0.05, 0.36], [-0.02, -0.31, -0.05], [-0.07, 0.22, 0.17], [0.03, -0.08, 0.08], [0.01, 0.06, -0.22], [0.15, -0.16, -0.17], [-0.31, 0.11, -0.20], [-0.05, -0.33, 0.07], [0.14, 0.22, -0.13], [-0.12, -0.04, -0.11], [0.08, -0.25, 0.03], [0.07, 2.15, 1.60], [-0.43, 0.19, -0.15], [0.41, -0.72, -0.55], [0.01, 0.19, 0.20], [0.40, 0.25, -0.78], [-0.06, -0.06, 0.26], [-0.28, 0.04, -0.26], [0.28, 0.20, 0.00], [0.03, -0.21, -0.13], [-0.39, 0.10, 0.26], [0.19, 0.01, 0.01], [-0.03, -0.18, -0.08], [0.00, 0.12, -0.17], [-0.03, 0.26, -0.16], [0.10, -0.15, 0.86], [-0.49, -0.22, -0.25], [0.50, 0.15, 0.27], [-0.29, -0.08, -0.12], [-0.25, -0.01, -0.08], [0.17, 0.01, -0.05], [-0.06, 0.25, 0.04], [0.28, 0.12, 0.05], [0.18, 0.00, 0.06], [0.50, 0.33, 0.21], [-0.50, -0.03, -0.31], [-0.27, 0.12, 0.26], [-0.25, -0.61, -0.04], [0.22, 0.32, 0.25], [-0.14, -0.18, -0.12], [-0.18, -0.35, 0.05], [-0.04, 0.21, -0.04], [-0.01, -0.11, 0.38], [0.06, 0.21, -0.23], [0.33, 0.20, 0.28], [0.43, 0.31, 0.39], [-0.45, -0.25, -0.09], [-0.81, -0.42, 1.08], [-0.20, -0.03, 0.26], [-0.16, 0.12, -0.23], [0.11, -0.19, -0.31], [0.11, -0.19, 0.30], [0.23, 0.05, -0.21], [0.02, 0.22, 0.08], [-0.08, -0.23, 0.13], [-0.53, 0.23, -0.19], [0.26, -0.16, -0.30], [0.18, -0.03, -0.14], [-0.09, 0.28, 0.13], [0.23, 0.01, 0.14], [0.01, -0.12, -0.30], [0.32, -1.41, -1.18], [0.09, 0.09, -0.08], [0.27, -0.21, -0.03], [-0.06, 0.34, -0.53], [-0.08, 0.08, 0.20], [0.17, -0.12, 0.13], [-0.17, -0.19, -0.15], [-0.06, -0.23, 0.13], [0.21, -0.06, -0.01], [-0.02, 0.18, 0.15], [-0.02, -0.01, -0.22], [0.02, -0.13, 0.13], [0.04, 0.19, 0.08], [-0.11, 0.07, -0.24], [0.20, -0.22, 0.00], [-0.20, -0.11, 0.11], [-0.10, -0.05, -0.19], [0.19, 0.18, 0.14], [0.15, 0.05, 0.02], [0.15, -0.02, 0.22]]
}